--- A ---
This record from OMol25 describes a single CH3NOS2 molecule. The level of theory is the ωB97M-V functional and the def2-TZVPD basis.

Multiplicity: 1
Charge: 0
Orbital gap in eV: 9.474
SMILES: C=N[S@@H](=O)=S
HOMO level in eV: -9.80

The geometry in XYZ format:
```
8
Properties=species:S:1:pos:R:3:mulliken_charge:R:1
C -0.723 0.782 0.453 -0.200
N 0.025 0.062 -0.321 -0.349
S 1.673 0.333 -0.305 0.533
O 1.902 1.716 0.679 -0.596
S 2.634 -1.293 0.038 -0.251
H -1.770 0.719 0.512 0.310
H -0.052 1.551 0.986 0.327
H 1.813 0.467 -1.657 0.228
```

--- B ---
This record from OMol25 describes 2 unconnected molecules or ions with the total composition CH3NOS2. The level of theory is the ωB97M-V functional and the def2-TZVPD basis.

Multiplicity: 1
Charge: 0
Orbital gap in eV: 7.929
HOMO level in eV: -9.89

The geometry in XYZ format:
```
8
Properties=species:S:1:pos:R:3:mulliken_charge:R:1
C -1.416 0.018 0.823 -0.267
N -1.930 0.669 -0.112 -0.474
O 3.013 0.431 -0.165 -0.388
S 1.852 -1.160 -2.133 -0.084
S 2.307 -0.841 -0.357 0.466
H -0.502 0.191 1.322 0.247
H -1.674 -1.025 0.945 0.243
H -1.651 1.716 -0.323 0.256
```

Of them, A has the lowest stability.

--- A ---
This record from OMol25 describes a molecular structure, CH3NOS2. The level of theory is the ωB97M-V functional and the def2-TZVPD basis.

Multiplicity: 1
Charge: 0
Orbital gap in eV: 9.370
HOMO level in eV: -9.50

The geometry in XYZ format:
```
8
Properties=species:S:1:pos:R:3:mulliken_charge:R:1
C 0.216 -0.890 0.038 -0.304
N 0.835 0.288 -0.071 -0.439
O -0.802 2.339 -0.284 -0.503
S -1.508 -0.506 0.608 -0.175
S -0.391 1.334 0.728 0.513
H 0.279 -1.564 -0.867 0.327
H 0.572 -1.601 0.881 0.227
H 0.800 0.601 -1.032 0.354
```

--- B ---
This record from OMol25 describes a single CH3NOS2 molecule. The level of theory is the ωB97M-V functional and the def2-TZVPD basis.

Multiplicity: 1
Charge: 0
Orbital gap (alpha / beta) in eV: 7.953 / 7.954
SMILES: C=N[S@@H](=O)=S
HOMO level (alpha / beta) in eV: -9.45 / -9.45

The geometry in XYZ format:
```
8
Properties=species:S:1:pos:R:3:mulliken_charge:R:1
C -1.138 0.749 -0.598 -0.162
N -0.690 0.088 0.654 -0.290
S 0.794 -0.529 0.530 0.569
O 0.577 -1.903 0.208 -0.512
S 2.241 0.299 -0.496 -0.286
H -2.178 1.039 -0.592 0.277
H -0.495 0.740 -1.535 0.247
H 0.890 -0.482 1.828 0.156
```

Of them, B has the lowest stability.

--- A ---
This record from OMol25 describes 2 unconnected molecules or ions with the total composition C12H12. The level of theory is the ωB97M-V functional and the def2-TZVPD basis.

Multiplicity: 1
Charge: 0
Orbital gap in eV: 10.012
SMILES: c1ccccc1.c1ccccc1
HOMO level in eV: -9.04

The geometry in XYZ format:
```
24
Properties=species:S:1:pos:R:3:mulliken_charge:R:1
C -1.085 -2.579 0.720 -0.415
C -0.679 -2.166 1.963 -0.387
C 0.560 -1.735 2.266 -0.361
C 1.585 -1.890 1.290 -0.273
C 1.296 -2.390 0.040 -0.298
C -0.071 -2.748 -0.213 -0.302
H -2.071 -2.855 0.415 0.420
H -1.438 -1.753 2.673 0.247
H 0.811 -1.430 3.266 0.395
H 2.593 -1.585 1.610 0.317
H 2.122 -2.458 -0.728 0.307
H -0.315 -3.248 -1.174 0.319
C -0.096 2.139 -2.377 -0.260
C 0.084 0.985 -1.613 -0.466
C -0.076 1.140 -0.183 0.234
C -0.376 2.359 0.343 -0.465
C -0.714 3.429 -0.434 -0.352
C -0.499 3.403 -1.834 -0.428
H 0.175 2.130 -3.438 0.306
H 0.196 0.032 -2.061 0.416
H 0.078 0.351 0.487 0.111
H -0.331 2.400 1.395 0.383
H -0.840 4.379 0.177 0.239
H -0.563 4.346 -2.438 0.312
```

--- B ---
This record from OMol25 describes a single C12H12 molecule. The level of theory is the ωB97M-V functional and the def2-TZVPD basis.

Multiplicity: 1
Charge: 0
Orbital gap in eV: 7.674
SMILES: C1=C[C@@]23C[C@@H]4[C@H]1[C@H]1C=C[C@@H]4[C@@H]2[C@H]13
HOMO level in eV: -7.02

The geometry in XYZ format:
```
24
Properties=species:S:1:pos:R:3:mulliken_charge:R:1
C 0.324 1.121 1.785 -0.705
C 0.787 -0.128 2.090 -0.646
C 0.736 -1.236 0.937 -0.359
C 1.796 -0.438 0.125 -0.828
C 0.899 0.575 -0.597 -0.544
C -0.139 1.262 0.335 0.172
C -1.324 0.349 0.405 -0.075
C -1.945 0.485 -1.033 -0.885
C -1.027 0.080 -1.994 -0.772
C 0.254 -0.460 -1.476 -0.114
C 0.035 -1.543 -0.465 -0.263
C -0.809 -1.078 0.717 -0.299
H 0.236 1.935 2.442 0.519
H 1.188 -0.322 3.143 0.306
H 2.138 -1.170 -0.613 0.466
H 2.647 0.185 0.529 0.390
H 1.489 1.344 -1.131 0.556
H -0.422 2.320 0.138 0.497
H -2.068 0.634 1.223 0.521
H -2.916 0.938 -1.400 0.296
H -1.248 0.162 -3.022 0.499
H 0.955 -0.680 -2.337 0.513
H -0.043 -2.547 -0.895 0.369
H -1.542 -1.787 1.095 0.385
```

Of them, B has the lowest stability.

--- A ---
This record from OMol25 describes a gas-phase ion, C3H6N2O3P (charge -1). The level of theory is the ωB97M-V functional and the def2-TZVPD basis.

Multiplicity: 1
Charge: -1
Orbital gap (alpha / beta) in eV: 7.571 / 7.527
HOMO level (alpha / beta) in eV: -4.06 / -3.86

The geometry in XYZ format:
```
15
Properties=species:S:1:pos:R:3:mulliken_charge:R:1
C -0.591 -0.413 -0.093 -0.389
C 1.539 0.782 -0.212 -0.654
C 2.173 -0.652 0.143 -0.373
N 0.061 0.715 -0.042 0.083
N 1.459 -1.750 -0.404 -0.444
O -2.319 1.428 0.571 -0.787
O -2.824 -0.180 -1.517 -0.696
O -3.138 -1.054 0.899 -0.534
P -2.433 0.097 -0.114 0.947
H 2.074 1.462 0.451 0.317
H 1.737 1.026 -1.184 0.331
H 3.087 -0.560 -0.442 0.349
H 2.389 -0.649 1.289 0.248
H -0.344 1.573 0.254 0.283
H -2.869 -1.827 0.400 0.319
```

--- B ---
This record from OMol25 describes a gas-phase ion, C3H6N2O3P (charge -1). The level of theory is the ωB97M-V functional and the def2-TZVPD basis.

Multiplicity: 1
Charge: -1
Orbital gap (alpha / beta) in eV: 5.989 / 5.991
HOMO level (alpha / beta) in eV: -3.04 / -3.04

The geometry in XYZ format:
```
15
Properties=species:S:1:pos:R:3:mulliken_charge:R:1
C 0.321 0.164 0.750 -0.325
C 0.269 -1.429 -0.943 -0.681
C -1.269 -1.899 -1.164 -0.126
N 0.332 -0.222 -0.469 0.302
N -1.996 -2.507 -0.428 -0.695
O 2.144 1.836 1.677 -0.730
O 0.506 2.458 -0.280 -0.775
O -0.294 2.556 2.089 -0.559
P 0.823 1.881 1.005 0.941
H 0.486 -2.131 -0.109 0.280
H 0.851 -1.726 -1.930 0.278
H -1.705 -1.503 -2.177 0.291
H 0.236 -0.581 1.504 0.343
H 0.344 0.556 -1.010 0.153
H -1.048 2.548 1.484 0.304
```

Of them, A has the lowest stability.

--- A ---
This record from OMol25 describes a single C2H4S2 molecule. The level of theory is the ωB97M-V functional and the def2-TZVPD basis.

Multiplicity: 3
Charge: 0
Orbital gap (alpha / beta) in eV: 10.450 / 6.842
HOMO level (alpha / beta) in eV: -9.50 / -9.14

The geometry in XYZ format:
```
8
Properties=species:S:1:pos:R:3:mulliken_charge:R:1
C -0.367 -0.419 0.408 -0.114
C 0.382 0.488 -0.576 -0.973
S 0.555 -1.972 0.563 -0.067
S -0.770 0.454 1.884 -0.037
H -1.473 -0.697 0.119 0.293
H 0.598 -0.015 -1.618 0.324
H 1.404 0.744 0.003 0.304
H -0.329 1.417 -0.784 0.269
```

--- B ---
This record from OMol25 describes 2 unconnected molecules or ions with the total composition C2H4S2. The level of theory is the ωB97M-V functional and the def2-TZVPD basis.

Multiplicity: 3
Charge: 0
Orbital gap (alpha / beta) in eV: 5.645 / 5.826
HOMO level (alpha / beta) in eV: -5.07 / -9.09

The geometry in XYZ format:
```
8
Properties=species:S:1:pos:R:3:mulliken_charge:R:1
C 0.858 0.209 0.883 -0.575
C -0.059 -0.198 -0.256 -0.133
S 1.331 -1.265 -0.045 -0.015
S -1.698 -0.892 0.185 -0.226
H 1.469 1.037 0.709 0.280
H 0.315 0.062 1.892 0.291
H -0.316 0.585 -1.625 0.234
H -1.512 -2.067 -0.593 0.144
```

Of them, B has the lowest stability.

--- A ---
This record from OMol25 describes 2 unconnected molecules or ions with the total composition C2H7NO. The level of theory is the ωB97M-V functional and the def2-TZVPD basis.

Multiplicity: 2
Charge: -1
Orbital gap (alpha / beta) in eV: 3.259 / 7.295
HOMO level (alpha / beta) in eV: 0.85 / -3.41

The geometry in XYZ format:
```
11
Properties=species:S:1:pos:R:3:mulliken_charge:R:1
N -1.239 1.503 -2.649 -1.009
H -0.308 1.815 -2.764 0.274
H -1.297 1.462 -1.572 0.327
H -1.911 2.293 -2.762 0.280
O -0.607 -1.744 2.577 -0.599
C -0.014 -0.866 1.901 -0.380
C 1.165 -1.111 0.960 -0.786
H -0.217 0.254 2.145 0.265
H 1.732 -1.988 1.347 0.239
H 1.716 -0.230 0.957 0.260
H 0.980 -1.387 -0.141 0.128
```

--- B ---
This record from OMol25 describes 2 unconnected molecules or ions with the total composition C2H7NO. The level of theory is the ωB97M-V functional and the def2-TZVPD basis.

Multiplicity: 2
Charge: -1
Orbital gap (alpha / beta) in eV: 4.354 / 8.226
HOMO level (alpha / beta) in eV: 0.33 / -3.60

The geometry in XYZ format:
```
11
Properties=species:S:1:pos:R:3:mulliken_charge:R:1
C 0.533 0.890 -0.861 -1.007
C 1.566 -0.526 0.609 -0.824
N 0.424 0.189 0.405 -0.589
H -0.407 1.392 -1.119 0.232
H 1.339 1.642 -0.801 0.362
H 0.637 0.206 -1.718 0.311
H 1.492 -1.240 1.430 0.243
H 2.431 -0.545 -0.048 0.312
H -2.628 0.175 -0.073 0.264
H -1.279 -0.274 0.505 0.448
O -2.122 -0.622 0.077 -0.751
```

Of them, A has the lowest stability.